54
Properties=species:S:1:pos:R:3 method="wB97M-V/def2-TZVPD" e_above_lowest_kcal_mol=11.57 max_force_ev_per_a=2.7 homo_ha=-0.112 charge=-2
Ti -1.74659 0.89764 0.05165
N 0.27888 0.78874 3.82989
C -0.88656 1.61984 3.51618
C -0.58755 2.66118 2.44624
O -0.06503 3.68998 2.89169
N -0.83104 2.43234 1.13449
C -0.31339 3.48945 0.23728
C -0.11692 2.91361 -1.17444
O 0.31813 3.58947 -2.08171
O -0.58999 1.70745 -1.33688
H 1.08782 1.36438 4.03108
H 0.44019 0.23152 2.98214
H -1.67976 0.96866 3.21664
H -1.19296 2.14620 4.44476
H -0.98039 4.34824 0.16235
H 0.64883 3.81438 0.65028
Br -1.68242 -4.91130 3.88234
C -2.17555 -3.30503 3.00359
C -3.50575 -2.88331 3.04150
Br -4.78648 -3.83334 4.05579
C -3.90649 -1.66357 2.50894
Br -5.67648 -1.00627 2.73622
C -2.96788 -0.81142 1.91072
O -3.18827 0.37041 1.38894
C -1.61636 -1.29894 1.80457
O -0.82103 -0.48098 1.14318
C -1.21052 -2.51238 2.38288
Br 0.62420 -3.04120 2.43439
C 2.44717 0.30407 -1.05314
N 3.65679 -0.19602 -1.77572
C 3.45261 0.10046 -3.19214
N 2.24464 -0.48894 -3.74117
C 1.09579 0.02443 -2.98477
N 1.26769 -0.29799 -1.57257
C 1.33387 -1.74569 -1.39612
N 2.48980 -2.30075 -2.12405
C 3.67288 -1.62455 -1.62667
C 2.34345 -1.91751 -3.50765
H 2.37630 1.40203 -1.12938
H 2.53123 0.10280 0.00553
H 4.32862 -0.24094 -3.76063
H 3.37117 1.18352 -3.26494
H 0.19175 -0.47024 -3.30975
H 0.99605 1.08896 -3.13709
H 0.40937 -2.15230 -1.80507
H 1.35800 -1.97150 -0.33836
H 4.53320 -2.03934 -2.17168
H 3.79590 -1.85337 -0.56799
H 1.45333 -2.39447 -3.89830
H 3.21486 -2.33589 -4.08507
Cl -2.13453 -0.78355 -1.56875
S -5.69669 2.77049 -1.77649
C -4.30209 2.39082 -1.01622
N -3.30181 2.15970 -0.49651

---

79
Properties=species:S:1:pos:R:3 method="wB97M-V/def2-TZVPD" e_above_lowest_kcal_mol=164.42 max_force_ev_per_a=8.9 homo_ha=-0.195 charge=-1
C 0.53300 4.96545 0.92721
C 1.84254 4.63031 0.00083
C 1.58694 3.55478 -1.20859
F 2.92917 2.92930 -1.50094
Nb 0.09639 1.89715 -0.74314
C -1.38430 0.20131 -0.16568
C -2.89257 0.77114 0.18716
C -3.68292 1.42707 -1.10018
S -3.95111 3.27739 -0.98780
O -3.74081 3.82914 0.46826
O -2.88523 4.00915 -1.89237
O -5.51295 3.80455 -1.46157
C 1.41329 0.25183 -1.65846
C 1.81775 0.50563 -3.22712
O 3.13745 0.47925 -3.52976
Br 0.55816 0.80294 -4.75396
H -0.45013 5.06136 0.28216
H 0.67719 6.02881 1.44282
H 0.44450 4.19090 1.81217
H 2.14695 5.65750 -0.52600
H 2.77011 4.36313 0.70010
H 1.24728 4.08198 -2.21987
H 0.85223 1.73314 0.89312
H -1.18978 3.05700 -0.15222
H -0.70989 2.02491 -2.39813
H -1.01221 -0.35080 0.82547
H -1.39325 -0.63003 -1.02014
H -2.83657 1.47200 1.12971
H -3.52864 -0.18743 0.50342
H -3.13910 1.19504 -2.12513
H -4.76731 0.92965 -1.13519
H -5.66204 4.68089 -0.95688
H 2.38317 0.04137 -0.99530
H 0.80066 -0.77178 -1.63377
C 0.13798 -1.02041 4.25799
Cl 1.85092 -1.38715 4.58333
Cl -0.57270 -2.32561 3.27521
Cl -0.74476 -0.89030 5.80025
Cl 0.01839 0.52153 3.37336
C -0.76199 -5.15884 7.19648
Cl -0.61359 -4.43845 5.57367
Cl 0.45505 -4.43813 8.27994
Cl -2.39272 -4.84121 7.84034
Cl -0.49693 -6.91762 7.09202
C 0.73798 -6.24295 2.04872
Cl 2.08783 -5.08510 1.94002
Cl 1.17615 -7.74751 1.20091
Cl 0.40062 -6.60268 3.76088
Cl -0.71276 -5.53646 1.29329
C -6.16200 -5.93071 6.24877
Cl -6.42280 -7.69313 6.26802
Cl -4.66815 -5.56103 5.35086
Cl -7.54438 -5.13448 5.45520
Cl -6.01286 -5.33412 7.92098
C 2.15563 -3.06855 -6.30580
Cl 0.66349 -2.35621 -6.96959
Cl 2.88743 -1.93614 -5.14107
Cl 1.76708 -4.59968 -5.48155
Cl 3.30447 -3.38238 -7.63099
C 7.55566 -2.67706 -7.52106
Cl 7.70407 -1.95667 -9.14387
Cl 8.77270 -1.95635 -6.43761
Cl 5.92493 -2.35943 -6.87721
Cl 7.82073 -4.43583 -7.62552
C -9.24437 5.20265 -0.11008
Cl -9.90147 4.45185 1.36607
Cl -7.70708 6.01824 0.27205
Cl -8.95982 3.94506 -1.33981
Cl -10.40916 6.39530 -0.73881
C 3.79088 8.22480 -1.72275
Cl 3.16767 9.07657 -3.15823
Cl 5.46442 8.74577 -1.40285
Cl 2.76966 8.60927 -0.31420
Cl 3.76159 6.46757 -2.01558
C 6.49088 -5.31171 1.15160
Cl 6.96034 -4.93167 -0.52461
Cl 7.92406 -5.21703 2.20589
Cl 5.26758 -4.14071 1.70569
Cl 5.81135 -6.95733 1.21945

---

40
Properties=species:S:1:pos:R:3 method="wB97M-V/def2-TZVPD" e_above_lowest_kcal_mol=0.00 max_force_ev_per_a=1.7 homo_ha="-0.659 / -0.659" charge=+3
Rh -0.23957 -0.18257 -0.19999
C 3.85788 2.97665 1.70449
C 2.62836 2.80240 0.86517
C 2.10566 3.84894 0.10055
C 0.96960 3.67644 -0.68349
C 0.39344 2.43319 -0.66376
Br -1.16537 1.93362 -1.63945
N 0.86515 1.41734 0.05879
C 1.96710 1.58204 0.81047
H 3.74611 3.83219 2.37085
H 4.72103 3.17697 1.06767
H 4.07191 2.09553 2.30519
H 2.59394 4.81653 0.11360
H 0.55610 4.47734 -1.28153
H 2.31830 0.72268 1.36775
C 3.05207 -2.45420 -2.77439
C 2.31315 -1.43859 -3.36635
C 1.38237 -0.75701 -2.61122
N 1.17493 -1.06219 -1.31664
C 1.89532 -2.04197 -0.73361
C 2.83879 -2.75935 -1.43540
H 3.78969 -3.00025 -3.34813
H 2.45210 -1.17229 -4.40483
H 0.78363 0.03763 -3.03531
H 1.70592 -2.24648 0.31540
H 3.39621 -3.53960 -0.93636
N -2.13725 0.12457 1.35739
C -3.15890 -0.80456 1.24442
C -4.23067 -0.56206 0.34562
C -5.25433 -1.46262 0.27262
C -5.22718 -2.62337 1.07965
C -4.15364 -2.87341 1.96109
C -3.12339 -1.98001 2.04380
H -1.63536 0.10616 2.24374
H -2.39892 1.07246 1.09505
H -4.24719 0.34742 -0.24381
H -6.09426 -1.28806 -0.38618
H -6.04624 -3.32948 1.02367
H -4.16173 -3.76239 2.57712
H -2.30477 -2.13963 2.73637

---

42
Properties=species:S:1:pos:R:3 method="wB97M-V/def2-TZVPD" max_force_ev_per_a=15.8 homo_ha=-0.297
C -2.27867 0.54781 -5.77471
H -3.33787 0.78528 -5.92877
O -1.80474 0.51101 -4.59735
C -1.98744 1.57836 -3.62515
C -2.49180 2.90170 -3.89815
C -2.79274 3.71939 -2.91210
C -2.45743 3.54886 -1.52964
C -1.60383 2.41434 -1.37363
C -1.43103 1.35045 -2.27878
O -0.97669 0.24857 -1.93133
C -0.45796 -0.26602 -0.78151
O 0.11068 -1.26657 -0.51281
C -0.55169 1.17926 0.38745
C -1.26604 2.09478 -0.08182
H -1.22670 2.98549 0.71862
C -0.18706 0.72766 1.79815
O -0.67619 1.47775 2.75262
O 0.87330 -0.02713 1.82003
C 1.50498 -0.29765 2.86250
C 0.61720 -1.55136 3.68380
C 0.91336 -2.71530 2.83380
N 2.11401 -3.24995 2.46957
C 2.28963 -3.24302 0.91594
H 1.88367 -2.37988 0.50148
H 1.94847 -3.99119 0.43568
H 3.33622 -3.30262 0.66617
C 3.14500 -2.07455 3.18084
C 2.98279 -0.77989 2.65914
H 3.54600 -0.19979 3.57841
H 3.13938 -0.44614 1.80412
H 4.20317 -2.55123 2.59261
H 3.25758 -2.35987 4.13229
H 0.16570 -2.63181 1.88894
H 0.43376 -3.48791 3.50765
H -0.34291 -1.13832 3.81728
H 1.05080 -1.74048 4.51213
H 1.53531 0.67406 3.57052
H -2.71216 4.24925 -0.94449
Br -3.61786 5.27220 -3.59528
H -2.95679 2.66294 -4.96544
H -2.08845 -0.36350 -6.16843
H -1.80502 1.13504 -6.19035

---

58
Properties=species:S:1:pos:R:3 method="wB97M-V/def2-TZVPD" max_force_ev_per_a=3.3 homo_ha=-0.210
C 2.43134 3.56162 -2.67173
C 2.25289 2.36575 -2.37772
C 1.72498 0.90232 -2.10608
C 2.52921 0.19390 -0.94411
C 1.61886 0.29448 0.32063
N 0.89134 0.22800 1.20753
C 2.78503 -1.36587 -1.24870
Cl 2.73884 -2.22284 0.38458
C 1.65444 -1.98938 -2.08787
N 0.76265 -2.13162 -2.79112
P 4.53324 -1.65513 -1.94017
O 4.53833 -2.87343 -2.76434
O 5.57821 -1.91114 -0.57910
O 5.17113 -0.38802 -2.81862
H 2.30645 4.56304 -3.15402
H 1.78974 0.37765 -3.10387
H 0.63854 0.98521 -1.80023
H 3.46993 0.75434 -0.69631
H 5.96024 -2.84099 -0.64259
H 4.50675 0.32279 -3.00105
F 5.19893 -5.02949 -1.80208
Na 3.89781 2.63710 -3.96349
Li -0.14860 0.34838 -3.70478
Cl -1.33382 0.21899 2.53558
O -0.29750 -6.03380 2.05350
S 0.48097 -5.04286 1.30105
O 1.65912 -4.63109 2.09723
O -0.35298 -3.85854 1.01589
O 0.93154 -5.63846 0.02544
Na 4.33978 -4.55791 -0.17352
C -3.71454 2.04798 0.68238
C -3.30048 3.28741 1.41278
O -3.15087 4.23996 0.35556
C -3.92060 3.81774 -0.68176
O -4.15010 4.46895 -1.65860
O -4.39170 2.56382 -0.46942
H -4.37789 1.41769 1.27207
H -2.86106 1.45208 0.35301
H -4.06802 3.64418 2.10469
H -2.36650 3.15593 1.95753
C 4.52684 7.29977 -1.93572
Cl 4.12803 6.74404 -3.56917
Cl 4.61493 5.94635 -0.80385
H 5.48974 7.80267 -1.96133
H 3.75702 7.99026 -1.60168
C -5.41842 -1.13692 3.69480
C -4.44862 -1.68679 2.86425
C -4.53550 -3.02092 2.48351
C -5.59747 -3.80213 2.92554
C -6.56919 -3.25070 3.75300
C -6.47782 -1.91941 4.14134
H -5.34841 -0.09702 3.99483
H -3.62327 -1.07574 2.51382
H -3.77521 -3.45157 1.84183
H -5.66725 -4.84144 2.62476
H -7.39822 -3.86003 4.09640
H -7.23276 -1.49087 4.79139
Na 7.61990 -1.82827 -1.75191

---

Number 1: calculated total energy -365240.68743 eV. Number 2: calculated total energy -562049.03588 eV. Number 3: calculated total energy -95411.41357 eV. Number 4: calculated total energy -99676.07272 eV. Number 5: calculated total energy -127750.21067 eV.